{"formula": "CHBr2FS", "method": "ωB97M-V with the def2-TZVPD basis set", "species": ["C", "F", "S", "Br", "Br", "H"], "coordinates": [[-1.3121, 1.3180, 0.1755], [-0.6906, 1.5948, -0.9538], [-0.6277, 0.5878, 1.4214], [2.2347, -2.9373, -0.1713], [-3.1124, 1.9179, 0.0724], [3.5081, -2.4811, -0.5442]], "atomic_forces_ev_per_a": [[-0.038, -0.215, 0.530], [-0.059, 0.040, -0.042], [-0.217, 0.250, -0.444], [-0.377, -0.130, 0.110], [0.323, -0.082, -0.047], [0.368, 0.137, -0.107]], "nbo_charge": [0.110, -0.305, 0.096, -0.199, 0.099, 0.199], "homo_lumo_gap_ha": 0.3405, "e_homo_ev": -9.801}

=====

{"formula": "C25H17F6N5O5RhS2", "method": "ωB97M-V with the def2-TZVPD basis set", "species": ["Rh", "C", "C", "N", "C", "C", "C", "C", "C", "C", "C", "N", "C", "C", "C", "C", "C", "C", "C", "C", "N", "C", "H", "H", "H", "H", "H", "H", "H", "H", "H", "H", "H", "H", "O", "N", "C", "C", "C", "C", "C", "H", "H", "H", "H", "H", "F", "C", "F", "F", "S", "O", "O", "N", "S", "O", "O", "C", "F", "F", "F"], "coordinates": [[-0.4017, -0.4203, -0.0779], [-2.9919, 3.0651, -0.3607], [-2.5042, 1.7481, -0.4680], [-1.3106, 1.4157, -0.0398], [-0.4812, 2.3610, 0.5122], [-0.9091, 3.6850, 0.6879], [-2.2018, 4.0151, 0.2163], [-0.0528, 4.6065, 1.3390], [1.1576, 4.1669, 1.7949], [1.6052, 2.8416, 1.6086], [0.8237, 1.9144, 0.9378], [1.0783, 0.5954, 0.6833], [2.2881, -0.0693, 0.6973], [3.5622, 0.4413, 0.8245], [4.6860, -0.4160, 0.8082], [4.5684, -1.7673, 0.6646], [3.2800, -2.3315, 0.4879], [3.0490, -3.7127, 0.2746], [1.7840, -4.1785, 0.0806], [0.7150, -3.2610, 0.0681], [0.8969, -1.9776, 0.2547], [2.1658, -1.4861, 0.4838], [-3.9786, 3.2994, -0.7342], [-3.0924, 0.9548, -0.9121], [-2.5519, 5.0354, 0.3223], [-0.3708, 5.6321, 1.4718], [1.8111, 4.8539, 2.3185], [2.5553, 2.5556, 2.0298], [3.7295, 1.5033, 0.8982], [5.6676, 0.0282, 0.9152], [5.4367, -2.4130, 0.6637], [3.8960, -4.3885, 0.2596], [1.5804, -5.2231, -0.1041], [-0.2970, -3.5889, -0.1179], [-1.4667, -0.9860, 1.9417], [-1.8202, 0.0397, 2.6579], [-0.8791, 0.7367, 3.3298], [-1.2213, 1.8570, 4.0551], [-2.5434, 2.2684, 4.1062], [-3.4946, 1.5295, 3.4194], [-3.1137, 0.4196, 2.6979], [0.1207, 0.3468, 3.2149], [-0.4380, 2.4012, 4.5633], [-2.8277, 3.1468, 4.6682], [-4.5391, 1.8061, 3.4279], [-3.7758, -0.2077, 2.1214], [-2.7969, -0.5487, -4.5114], [-1.5066, -0.2484, -4.4447], [-0.8692, -0.8046, -5.4644], [-1.3765, 1.0764, -4.5282], [-0.7717, -0.8302, -2.8263], [0.1539, 0.2147, -2.4530], [-1.9193, -0.9857, -1.9323], [0.0040, -2.1405, -3.1192], [-0.7488, -3.4895, -3.5378], [-1.8556, -3.2759, -4.4226], [-0.8933, -4.4064, -2.4451], [0.6018, -4.2046, -4.5608], [0.1761, -5.3726, -5.0428], [1.6938, -4.4185, -3.8268], [0.9145, -3.4086, -5.5772]], "atomic_forces_ev_per_a": [[-0.656, 0.067, 0.476], [0.050, -0.098, 0.006], [-0.082, 0.098, 0.027], [0.262, 0.147, -0.271], [-0.034, -0.224, 0.046], [-0.002, 0.049, 0.049], [-0.006, 0.082, 0.020], [-0.057, -0.059, -0.046], [0.084, -0.078, 0.019], [0.011, 0.096, 0.026], [-0.188, -0.012, -0.097], [0.521, 0.329, 0.386], [-0.202, -0.171, -0.042], [0.158, -0.029, 0.034], [-0.065, 0.067, 0.016], [-0.060, -0.041, 0.004], [0.072, -0.006, -0.001], [0.069, -0.031, 0.024], [-0.063, 0.070, 0.008], [0.053, -0.030, 0.051], [0.369, 0.197, -0.531], [-0.328, -0.020, 0.086], [0.003, -0.010, -0.001], [0.023, -0.003, -0.021], [0.003, -0.008, 0.003], [0.000, -0.005, 0.009], [-0.001, 0.000, -0.006], [0.006, 0.012, -0.019], [-0.006, -0.002, 0.012], [-0.001, -0.002, -0.009], [0.000, 0.008, -0.009], [-0.003, 0.007, -0.003], [-0.003, 0.000, 0.016], [-0.048, -0.008, -0.112], [-0.125, -0.208, 0.015], [0.144, 0.046, -0.083], [-0.040, 0.011, 0.047], [0.034, -0.026, 0.000], [-0.006, 0.025, 0.011], [-0.020, -0.027, -0.027], [0.014, 0.040, 0.010], [-0.005, 0.016, 0.018], [-0.013, 0.005, -0.001], [0.005, -0.002, -0.004], [0.003, 0.012, 0.006], [-0.009, 0.003, 0.007], [-0.004, 0.044, -0.011], [-0.131, -0.069, 0.022], [0.054, 0.119, -0.022], [-0.025, 0.032, 0.033], [0.048, -0.148, -0.382], [0.058, -0.114, -0.145], [0.159, -0.077, 0.178], [-0.140, -0.107, 0.040], [0.030, 0.022, 0.081], [0.020, -0.024, 0.061], [0.046, 0.074, 0.052], [-0.024, -0.032, -0.012], [0.034, -0.030, -0.029], [0.004, 0.015, -0.001], [0.008, 0.008, -0.016]], "nbo_charge": [0.975, -0.263, 0.074, -0.441, 0.203, -0.092, -0.115, -0.256, -0.168, -0.298, 0.169, -0.553, 0.156, -0.275, -0.174, -0.234, -0.095, -0.109, -0.253, 0.101, -0.444, 0.210, 0.230, 0.232, 0.219, 0.217, 0.217, 0.221, 0.217, 0.216, 0.216, 0.219, 0.236, 0.234, -0.585, 0.075, 0.005, -0.207, -0.190, -0.221, 0.003, 0.251, 0.239, 0.230, 0.235, 0.242, -0.299, 0.742, -0.299, -0.311, 2.215, -0.919, -0.961, -1.219, 2.249, -0.925, -0.934, 0.721, -0.311, -0.312, -0.306], "multiplicity": 2, "homo_lumo_gap_ha": [0.2469, 0.2412], "e_homo_ev": [-7.211, -7.142]}

=====

{"formula": "C39H66BN6O3ReS4Si", "method": "ωB97M-V with the def2-TZVPD basis set", "species": ["Re", "C", "C", "C", "C", "N", "N", "B", "N", "N", "C", "C", "C", "C", "C", "S", "C", "C", "C", "C", "N", "N", "C", "C", "C", "C", "C", "S", "C", "C", "C", "C", "C", "S", "C", "C", "C", "C", "H", "H", "H", "H", "H", "H", "H", "H", "H", "H", "H", "H", "H", "H", "H", "H", "H", "H", "H", "H", "H", "H", "H", "H", "H", "H", "H", "H", "H", "H", "H", "H", "H", "H", "H", "H", "H", "H", "H", "C", "C", "C", "C", "O", "Si", "S", "O", "C", "C", "C", "C", "O", "C", "C", "C", "C", "H", "H", "H", "H", "H", "H", "H", "H", "H", "H", "H", "H", "H", "H", "H", "H", "H", "H", "H", "H", "H", "H", "H", "H", "H", "H", "H"], "coordinates": [[0.6546, -0.2916, 0.1078], [-4.1870, -2.6268, 0.2004], [-3.8481, -1.1960, -0.1291], [-4.7516, -0.3158, -0.6605], [-4.3906, 1.0101, -0.9891], [-3.1760, 1.4642, -0.7163], [-2.3029, 0.6025, -0.2053], [-0.9016, 1.2606, 0.0999], [-1.0672, 1.9629, 1.5191], [-1.8317, 3.0416, 1.5696], [-2.0784, 3.5717, 2.7698], [-1.5671, 2.9870, 3.9415], [-0.8327, 1.8321, 3.9008], [-0.3139, 1.1549, 5.1410], [-0.6012, 1.3297, 2.6084], [0.3151, -0.1390, 2.4386], [-2.9401, 4.8180, 2.8560], [-3.3995, 5.2854, 1.4777], [-4.1695, 4.4816, 3.7253], [-2.1057, 5.9323, 3.5196], [-0.5067, 2.1777, -1.1036], [-0.5497, 3.5035, -0.9599], [-0.2969, 4.2285, -2.0280], [-0.0493, 3.6122, -3.2780], [0.0191, 2.2529, -3.4090], [0.3140, 1.5593, -4.7099], [-0.1863, 1.5333, -2.2253], [-0.0416, -0.2167, -2.1533], [-0.3411, 5.7448, -1.8496], [-1.8245, 6.1609, -1.8318], [0.3283, 6.1417, -0.5272], [0.3886, 6.4407, -3.0040], [-2.5539, -0.6743, 0.0562], [-1.2404, -1.7079, 0.5788], [-5.3620, 1.9412, -1.6934], [-5.7577, 1.2733, -3.0241], [-4.7283, 3.2993, -1.9808], [-6.6039, 2.1254, -0.8029], [-5.2317, -2.8316, -0.0252], [-4.0187, -2.8385, 1.2589], [-3.5729, -3.3218, -0.3757], [-5.7636, -0.6529, -0.8615], [-1.7833, 3.4444, 4.8988], [-0.5761, 1.7355, 6.0226], [0.7724, 1.0505, 5.1151], [-0.7441, 0.1567, 5.2530], [-3.8932, 4.4878, 0.9242], [-2.5646, 5.6480, 0.8730], [-4.1082, 6.1049, 1.6045], [-4.7868, 3.7054, 3.2628], [-4.7803, 5.3794, 3.8269], [-3.9060, 4.1554, 4.7351], [-1.1941, 6.1421, 2.9531], [-1.8297, 5.7016, 4.5519], [-2.7024, 6.8455, 3.5430], [0.1240, 4.2316, -4.1471], [0.5448, 2.2828, -5.4887], [-0.5468, 0.9698, -5.0357], [1.1615, 0.8770, -4.6103], [-2.3931, 5.5977, -1.0857], [-2.2850, 5.9995, -2.8109], [-1.9068, 7.2244, -1.5969], [-0.0955, 5.6130, 0.3268], [0.1987, 7.2134, -0.3692], [1.4026, 5.9351, -0.5591], [-0.1312, 6.3357, -3.9590], [1.4165, 6.0827, -3.1200], [0.4394, 7.5084, -2.7918], [-4.8892, 1.1333, -3.6747], [-6.4679, 1.9187, -3.5445], [-6.2433, 0.3044, -2.8815], [-3.8411, 3.2132, -2.6137], [-4.4368, 3.8102, -1.0640], [-5.4568, 3.9230, -2.4998], [-7.1417, 1.1895, -0.6318], [-7.2951, 2.8084, -1.2995], [-6.3428, 2.5583, 0.1672], [6.1468, -1.1919, -3.5005], [4.7786, -0.9576, -2.8992], [4.1805, -2.2342, -2.3389], [3.8430, -0.2784, -3.8785], [4.9681, 0.0130, -1.8031], [4.8985, 0.0964, -0.2279], [2.5737, 0.7415, 0.0536], [5.6226, 1.3506, 0.4023], [6.1273, 2.6629, -0.0562], [6.3860, 3.4574, 1.2022], [5.0693, 3.3158, -0.9263], [7.4019, 2.3900, -0.8320], [4.8357, -1.2054, 0.6707], [5.8580, -1.8732, 1.5361], [5.4478, -3.3258, 1.5910], [5.7932, -1.1950, 2.8865], [7.2176, -1.7076, 0.8776], [6.0658, -1.8653, -4.3557], [6.8199, -1.6488, -2.7708], [6.5842, -0.2521, -3.8416], [3.9851, -2.9351, -3.1525], [3.2320, -2.0343, -1.8264], [4.8578, -2.7164, -1.6315], [3.6684, -0.9236, -4.7413], [4.2769, 0.6601, -4.2310], [2.8793, -0.0705, -3.3987], [5.4628, 3.5875, 1.7725], [6.7773, 4.4430, 0.9435], [7.1201, 2.9535, 1.8330], [4.1490, 3.4890, -0.3587], [4.8462, 2.6995, -1.8054], [5.4344, 4.2824, -1.2797], [8.1505, 1.9168, -0.1940], [7.8195, 3.3264, -1.2060], [7.2034, 1.7385, -1.6884], [4.4347, -3.4230, 1.9886], [6.1270, -3.8750, 2.2460], [5.4861, -3.7865, 0.6019], [4.8191, -1.3591, 3.3544], [5.9700, -0.1208, 2.7914], [6.5597, -1.6064, 3.5453], [7.2197, -2.1399, -0.1280], [7.9788, -2.2282, 1.4596], [7.5079, -0.6535, 0.8228]], "atomic_forces_ev_per_a": [[1.354, 0.661, -0.874], [0.013, 0.212, -0.042], [-0.145, -0.360, 0.092], [-0.236, 0.024, -0.127], [0.084, 0.212, -0.055], [-0.293, -0.387, -0.069], [0.308, 0.515, -0.088], [0.104, 0.129, 0.220], [0.103, -0.347, -0.313], [0.012, 0.129, 0.537], [-0.075, 0.055, -0.442], [-0.043, 0.066, 0.105], [0.038, -0.065, 0.237], [-0.071, 0.062, -0.153], [0.074, 0.018, -0.105], [-0.244, -0.130, 0.136], [0.070, -0.118, 0.049], [0.064, 0.050, 0.005], [-0.019, 0.052, -0.016], [-0.058, 0.016, 0.025], [-0.248, 0.088, 0.680], [0.090, -0.477, -0.206], [-0.014, 0.259, -0.071], [0.050, 0.285, 0.011], [0.112, -0.153, -0.338], [-0.033, 0.062, 0.134], [-0.025, -0.080, -0.038], [-0.072, -0.019, 0.220], [0.001, -0.131, -0.043], [-0.052, -0.053, -0.115], [0.123, -0.073, -0.009], [-0.031, 0.120, 0.021], [0.109, -0.262, 0.222], [-0.474, -0.195, 0.257], [0.030, -0.159, 0.073], [-0.060, 0.003, -0.027], [0.049, 0.046, -0.004], [-0.035, 0.014, -0.008], [0.034, 0.032, 0.003], [0.023, 0.050, -0.036], [0.006, 0.050, -0.006], [0.087, 0.060, 0.027], [0.012, 0.018, -0.036], [-0.008, -0.002, -0.025], [-0.030, 0.007, -0.038], [0.015, 0.027, -0.039], [-0.046, -0.035, 0.020], [-0.063, -0.069, 0.188], [0.040, -0.014, -0.021], [0.065, 0.058, 0.015], [0.002, -0.037, 0.004], [0.018, 0.037, -0.094], [-0.065, -0.031, 0.021], [-0.027, -0.019, -0.082], [0.032, -0.027, 0.011], [-0.020, 0.020, 0.013], [-0.022, 0.005, 0.023], [0.024, 0.011, 0.033], [-0.056, 0.048, 0.026], [0.140, 0.057, -0.175], [-0.004, -0.003, 0.069], [0.029, -0.057, -0.039], [-0.061, 0.004, -0.030], [0.020, -0.045, -0.019], [-0.074, 0.009, 0.025], [0.000, -0.004, 0.055], [-0.080, 0.009, 0.044], [0.003, -0.001, -0.022], [-0.060, 0.016, 0.061], [0.044, -0.047, 0.018], [0.030, 0.079, -0.001], [-0.055, -0.030, 0.015], [0.005, 0.006, 0.011], [0.028, -0.019, 0.007], [0.057, 0.047, -0.014], [0.022, -0.040, 0.033], [0.005, -0.026, -0.075], [0.152, -0.026, -0.029], [-0.051, 0.070, 0.299], [-0.054, -0.119, 0.013], [-0.102, 0.099, -0.061], [-0.069, -0.038, -0.292], [0.349, -0.095, 0.061], [-0.620, -0.056, 0.081], [-0.195, 0.132, 0.231], [0.054, -0.259, -0.182], [0.007, 0.052, 0.171], [-0.140, 0.009, -0.128], [0.076, -0.015, -0.109], [-0.034, -0.231, 0.074], [0.057, 0.208, -0.232], [-0.130, -0.131, 0.054], [-0.012, 0.052, 0.145], [0.021, 0.063, -0.080], [0.009, 0.029, 0.036], [-0.051, 0.037, -0.052], [-0.024, -0.052, 0.009], [0.010, 0.031, 0.036], [0.058, 0.009, -0.059], [-0.036, 0.047, -0.049], [0.013, 0.018, 0.035], [-0.040, -0.058, 0.026], [0.080, -0.029, -0.002], [0.067, 0.007, -0.036], [-0.022, -0.047, 0.013], [-0.044, 0.026, -0.040], [0.072, -0.024, -0.027], [0.041, 0.071, 0.115], [-0.025, -0.055, 0.032], [-0.049, 0.023, -0.016], [-0.007, -0.039, 0.023], [0.010, 0.078, 0.067], [0.074, -0.014, -0.020], [-0.041, 0.038, -0.029], [-0.001, 0.046, 0.051], [0.060, 0.023, -0.036], [0.002, -0.074, -0.007], [-0.041, -0.005, -0.017], [-0.016, 0.040, 0.079], [-0.023, 0.016, 0.000], [-0.022, -0.070, 0.005]], "mulliken_spin": [1.695, 0.007, 0.005, 0.007, 0.004, 0.025, 0.061, 0.239, 0.065, 0.026, 0.002, -0.003, -0.023, 0.007, 0.003, 0.430, 0.007, 0.004, 0.004, 0.003, 0.020, -0.003, 0.000, -0.002, 0.002, -0.003, 0.009, 0.003, 0.002, 0.001, -0.001, 0.000, -0.027, 0.387, 0.002, 0.003, 0.003, 0.002, 0.001, 0.002, -0.002, 0.003, 0.003, 0.000, -0.002, 0.002, -0.001, 0.001, 0.000, 0.000, 0.000, -0.001, 0.000, -0.001, 0.000, 0.000, 0.000, 0.001, 0.001, -0.001, 0.000, 0.000, 0.001, 0.000, 0.000, 0.000, 0.000, 0.000, 0.000, 0.000, -0.001, 0.000, 0.000, 0.000, 0.000, 0.000, 0.000, 0.002, -0.005, 0.001, 0.003, 0.004, 0.026, -0.027, 0.011, -0.007, -0.001, 0.011, 0.000, 0.013, 0.002, -0.001, 0.000, 0.001, 0.000, 0.000, 0.000, 0.000, 0.003, 0.000, 0.000, 0.000, -0.005, 0.000, 0.000, 0.000, -0.001, -0.001, 0.000, 0.000, 0.000, 0.000, 0.000, 0.000, 0.000, 0.001, 0.000, 0.000, 0.000, -0.001, 0.000], "total_charge": 3, "multiplicity": 4, "homo_lumo_gap_ha": [0.2416, 0.1948], "e_homo_ev": [-16.481, -16.758]}

=====

| no. | strongest force on any atom (hartree/bohr) | calculated total energy (eV) |
| --- | --- | --- |
| 1 | 0.0111 | -154690.0510 |
| 2 | 0.0158 | -84871.3147 |
| 3 | 0.0339 | -110604.9698 |